Entry 1:
ORCA calculation (wB97M-V/def2-TZVPD) on C3H5NO as an isolated structure.

Geometry as XYZ:
```
10
Properties=species:S:1:pos:R:3:forces:R:3:lowdin_charge:R:1
O 0.6014 1.7010 0.2198 0.609 1.026 -0.017 0.064
N 1.6883 -0.3307 -0.0932 1.729 -1.329 -0.796 0.107
C 0.6332 0.5121 0.1399 -0.410 -3.650 -0.529 -0.644
C -0.5854 -0.3992 0.2413 -2.761 0.137 1.925 -0.146
C -1.7565 0.2561 -0.1534 2.156 -0.023 -0.002 -0.012
H 2.6167 -0.0041 -0.3617 -0.560 0.234 0.297 0.104
H -2.7801 -0.1644 0.0787 1.291 0.685 -0.744 0.056
H -1.5555 1.3607 -0.7489 -0.950 -3.437 2.043 0.147
H -0.4119 -1.5723 1.0103 -0.961 3.984 -2.819 0.204
H 1.5497 -1.3593 -0.3327 -0.144 2.372 0.643 0.122
```
Forces are in eV/Å.

**E**: -6727.1715 eV
**Orbital gap**: 10.7001 eV
**Energy above the lowest of the compared OMol25 structures with the same formula, charge and spin**: 2.401 eV
**Highest occupied orbital energy**: -9.9 eV


Entry 2:
ORCA calculation (wB97M-V/def2-TZVPD) on C26H30N6OSTa as an isolated structure.

Geometry as XYZ:
```
65
Properties=species:S:1:pos:R:3:forces:R:3:lowdin_charge:R:1
Ta 0.3161 -0.6052 1.3494 1.146 -2.004 0.360 1.783
S -0.8068 -2.4585 2.5463 0.801 1.195 -0.248 0.731
O -0.8463 0.3563 0.2252 0.268 0.889 0.028 -0.300
N 3.5742 -1.0555 4.4823 -0.083 0.000 -0.026 0.149
N -1.3139 1.0382 3.1562 -0.180 -0.237 0.052 -0.037
N 5.7282 -1.7571 -3.8387 -0.040 -0.007 0.059 0.229
N -0.9522 -2.5213 -0.0168 0.583 0.709 0.739 -0.058
N 1.9323 -0.8448 3.0626 -0.794 0.212 -0.814 -0.081
N 0.0505 1.4727 2.9392 -0.103 -0.933 -0.874 -0.073
C -1.5106 3.8938 -2.3593 -0.014 -0.008 0.050 0.036
C 2.5992 0.0257 -0.6721 -0.269 0.148 0.091 -0.154
C 4.3273 -0.5908 2.1869 0.129 -0.053 0.094 0.035
C 3.2681 -0.8215 3.1997 -0.003 -0.004 -0.091 -0.325
C 3.6000 -0.1638 -1.6047 0.117 -0.031 -0.054 -0.001
C 3.1886 -2.5511 -1.5457 0.051 0.060 -0.016 0.016
C 2.4290 -1.2351 5.2149 -0.147 0.038 0.057 -0.017
C -3.4134 1.8582 -1.9395 -0.070 -0.075 0.003 -0.146
C -1.3457 -3.2064 1.0603 -0.230 -0.222 -0.327 -0.713
C 1.8596 -1.0597 -0.1825 -1.327 0.345 1.327 -0.294
C -1.9088 0.7196 -0.4601 -0.819 0.013 -0.354 -0.053
C -2.7707 3.9468 -2.9998 0.089 -0.230 0.199 -0.154
C 2.1680 -2.3448 -0.6342 -0.100 -0.276 0.128 -0.094
C -3.0901 5.0692 -3.9016 -0.032 0.186 -0.131 0.008
C -2.0677 -4.3826 0.9998 0.050 0.067 0.106 -0.040
C 1.4146 -1.1003 4.3364 -0.027 0.087 0.084 -0.202
C -1.9840 -4.1695 -1.3863 -0.022 -0.026 0.023 -0.011
C -3.6914 2.9137 -2.7623 -0.135 0.050 -0.087 0.045
C -2.3875 -4.8747 -0.2593 0.061 0.096 -0.001 0.006
C -2.1173 1.8028 -1.2766 0.498 0.044 0.184 -0.071
C -1.1632 2.8762 -1.5237 0.072 0.050 -0.014 -0.144
C -1.2672 -2.9968 -1.2239 0.126 0.184 -0.248 -0.102
C -4.4406 0.7831 -1.7623 -0.104 -0.058 0.019 -0.015
C 4.9168 -1.6364 -3.0350 0.159 -0.061 -0.146 -0.146
C 3.8960 -1.4572 -2.0486 -0.222 0.137 0.179 -0.181
C 0.2161 2.8883 -0.9378 -0.073 -0.041 -0.134 -0.014
H 0.2388 2.5339 0.0891 0.025 -0.014 0.069 0.050
H 4.1637 0.6736 -1.9938 -0.006 0.009 0.010 0.140
H -1.9351 1.8166 3.3639 0.097 0.133 -0.079 0.111
H 2.4135 1.0341 -0.3121 -0.022 0.064 -0.070 0.096
H 0.8505 2.2426 -1.5495 0.090 -0.050 0.102 0.098
H -2.7390 0.0262 -0.3417 0.157 -0.045 0.043 0.133
H -4.6539 2.9599 -3.2551 0.000 -0.018 0.001 0.141
H -4.1119 5.0404 -4.2691 0.004 -0.015 0.006 0.101
H 3.9180 -0.3308 1.2229 -0.019 -0.003 -0.038 0.041
H 4.5135 -1.0960 4.8517 0.043 -0.008 -0.032 0.193
H 4.9355 -1.4907 2.0767 -0.032 -0.011 -0.033 0.115
H 2.4298 -1.4410 6.2713 0.037 -0.021 -0.010 0.145
H 4.9920 0.2096 2.5153 -0.027 0.013 0.004 0.110
H -2.9392 -5.8004 -0.3532 -0.017 0.005 -0.024 0.137
H -0.8032 4.6923 -2.5477 -0.009 0.007 0.016 0.144
H 0.6312 3.8931 -0.9709 0.012 -0.019 -0.007 0.104
H -4.7423 0.6800 -0.7178 -0.032 0.000 -0.019 0.106
H 0.5561 1.5828 3.8169 0.178 -0.096 -0.039 0.109
H -2.3602 -4.8927 1.9074 -0.007 -0.035 -0.030 0.129
H -2.9094 6.0248 -3.4015 -0.019 -0.026 0.045 0.119
H -2.4056 5.0626 -4.7570 -0.003 -0.061 0.003 0.124
H -1.3450 0.4481 3.9821 0.087 -0.037 0.003 0.078
H -4.0712 -0.1835 -2.1108 -0.007 0.004 0.001 0.103
H 0.0221 2.3917 2.5075 0.043 -0.014 -0.144 0.103
H -2.2137 -4.5268 -2.3799 0.011 0.017 -0.008 0.128
H 3.4371 -3.5507 -1.8757 -0.016 0.001 -0.030 0.140
H -5.3321 1.0151 -2.3383 0.000 0.018 0.009 0.102
H 0.3601 -1.2011 4.5303 0.032 -0.026 0.048 0.056
H 1.6134 -3.2035 -0.2749 0.038 0.008 -0.002 0.104
H -0.9209 -2.4217 -2.0744 0.010 -0.023 -0.010 0.130
```
Forces are in eV/Å.

**E**: -50798.0489 eV
**Orbital gap**: 6.3784 eV
**Charge**: +3
**Energy above the lowest of the compared OMol25 structures with the same formula, charge and spin**: 2.196 eV
**Highest occupied orbital energy**: -17.2 eV


Entry 3:
ORCA calculation (wB97M-V/def2-TZVPD) on C3H10N as an isolated structure.

Geometry as XYZ:
```
14
Properties=species:S:1:pos:R:3:forces:R:3:lowdin_charge:R:1
N 1.8948 -0.7621 0.3907 -2.727 -0.642 0.022 0.132
C -1.5843 0.7328 -0.3625 1.088 0.505 0.688 0.046
C -0.1928 0.2242 -0.8960 0.316 0.333 1.271 -0.270
C 0.3903 -0.6470 0.1575 0.024 -0.495 1.271 -0.278
H -2.5860 0.3387 -0.3659 -0.259 -0.289 -1.206 0.114
H -1.4554 1.8154 -0.3403 -1.193 0.103 -0.108 0.120
H -1.7799 0.3854 1.0989 -0.547 0.010 -1.030 0.277
H 2.0488 -0.2282 1.2448 1.305 0.671 -0.855 0.152
H -1.0907 0.6634 0.8087 1.998 0.098 0.821 0.117
H 2.0110 -1.7325 0.6669 0.551 -0.172 -0.470 0.145
H -0.1043 -1.1080 1.0025 -0.412 -0.035 -0.468 0.055
H 0.4229 1.1549 -0.9957 -0.502 -0.509 -0.299 0.122
H 2.2789 -0.5929 -0.5382 1.083 0.411 0.819 0.161
H -0.2535 -0.2442 -1.8715 -0.724 0.011 -0.457 0.107
```
Forces are in eV/Å.

**E**: -4749.4953 eV
**Orbital gap**: 6.2949 eV
**Charge**: +1
**Energy above the lowest of the compared OMol25 structures with the same formula, charge and spin**: 7.370 eV
**Highest occupied orbital energy**: -10.7 eV


no.,lowest unoccupied orbital energy (eV)
1,0.84
2,-10.78
3,-4.41